Formula: C11H15F6N3O5S2
Source: OMol25
Level of theory: ωB97M-V/def2-TZVPD

Last column: natural (NBO) charge in e.
Positions of all 42 atoms, in Å:
S -0.73 -0.03 -4.40  2.237
S 0.58 0.97 -2.27  2.240
F 1.74 3.27 -2.78  -0.306
F -0.51 1.59 -6.46  -0.313
F 3.08 1.58 -2.82  -0.306
F -1.26 -0.38 -6.92  -0.310
F 0.84 -0.10 -6.51  -0.313
F 2.37 2.35 -0.93  -0.330
O 1.68 0.88 2.60  -0.522
O -2.05 0.47 -4.17  -0.931
O -0.53 -1.44 -4.22  -0.931
O 1.03 -0.24 -1.61  -0.979
O -0.47 1.66 -1.57  -0.966
N 0.44 0.89 -3.82  -1.205
N -2.99 -0.62 1.84  -0.170
N -2.69 0.49 2.51  -0.228
C -2.31 -2.23 0.21  -0.652
C 0.62 -1.13 4.24  -0.617
C -0.77 -0.39 0.92  -0.115
C 2.18 -0.41 2.27  -0.082
C -1.56 1.16 2.47  0.090
C -2.02 -1.02 1.04  0.235
C 0.81 1.42 1.62  -0.093
C 2.02 2.11 -2.20  0.720
C 1.61 -1.56 3.15  -0.432
C -0.51 0.72 1.67  0.004
C -0.39 0.29 -6.18  0.718
H -1.46 2.05 3.07  0.241
H 0.77 -0.11 4.59  0.222
H -1.38 -2.70 -0.07  0.238
H -2.85 -2.95 0.82  0.239
H 0.78 -1.77 5.11  0.220
H 3.25 -0.37 2.42  0.196
H -3.44 0.84 3.10  0.429
H 2.03 -0.65 1.22  0.186
H 2.43 -2.11 3.59  0.215
H -0.40 -1.31 3.92  0.187
H 0.68 2.47 1.87  0.203
H 1.09 -2.25 2.50  0.197
H 1.22 1.31 0.63  0.228
H -0.05 -0.78 0.22  0.290
H -2.89 -1.97 -0.67  0.266

Values from the calculation:
**2S+1**: 1
**Kohn-Sham gap**: 0.2589 Eh
**LUMO energy**: -2.149 eV